(1)
Below is a cluster of 5 separate species, C8H24IO7 in total, with properties calculated with ωB97M-V/def2-TZVPD.

Structure (XYZ):
```
40
Properties=species:S:1:pos:R:3
I 0.37806 0.16311 1.51157
C -1.15868 5.81541 1.84284
C -0.70364 4.43769 2.26262
O -0.48657 3.67809 1.09723
H -0.44214 6.26636 1.15361
H -1.29160 6.53627 2.65304
H -2.11610 5.76761 1.31686
H -1.40240 3.94986 2.95013
H 0.23332 4.53021 2.83252
H -0.40461 2.74288 1.36108
C 0.16708 -4.25058 -2.14833
C 0.37157 -3.32500 -0.96565
O -0.29450 -2.11634 -1.23238
O -1.19415 -4.55538 -2.44113
H 0.74218 -5.17537 -2.00168
H 0.60391 -3.77081 -3.03578
H 1.45194 -3.17224 -0.85575
H -0.01771 -3.78052 -0.04575
H -0.12396 -1.49300 -0.49671
H -1.21100 -5.42054 -2.85201
C -3.35384 -1.22935 1.98742
C -2.71971 -2.60417 1.97004
O -3.14610 -3.33178 0.82499
O -3.09548 -0.56242 0.76999
H -2.90464 -0.64263 2.79688
H -4.43050 -1.24820 2.14734
H -2.88420 -3.19511 2.88271
H -1.62944 -2.47099 1.98818
H -3.34234 -4.21893 1.13526
H -2.17280 -0.24573 0.82262
C 4.26173 1.26588 -2.56023
C 3.41608 1.11145 -1.31653
O 2.05390 0.89718 -1.62841
O 3.83310 2.38686 -3.31000
H 4.20356 0.33664 -3.14356
H 5.30117 1.35965 -2.22105
H 3.52101 2.00576 -0.68795
H 3.78088 0.24640 -0.74534
H 1.63564 0.56580 -0.81229
H 4.57101 2.74604 -3.80639
```

Results
**2S+1**: 1
**LUMO energy**: 2.915 eV
**Charge**: -1

=====

(2)
Below is a cluster of 2 separate species, C3H5Br in total, with properties calculated with ωB97M-V/def2-TZVPD.

Structure (XYZ):
```
9
Properties=species:S:1:pos:R:3
C 0.30814 0.11028 0.78424
C 2.81557 -1.10649 0.14536
C -0.57610 0.40169 -0.34694
Br 3.68425 -0.83947 1.73765
H 0.57414 1.03798 1.16159
H 2.47332 -2.25268 -0.10390
H -0.65340 1.41220 -0.79387
H -1.51047 0.26359 0.06705
H -0.46358 -0.43633 -0.92362
```

Results
**2S+1**: 1
**LUMO energy (spin up / spin down)**: -0.968 / -0.987 eV

=====

(3)
Below is a cluster of 2 separate species, C6H16 in total, with properties calculated with ωB97M-V/def2-TZVPD.

Structure (XYZ):
```
22
Properties=species:S:1:pos:R:3
C -1.26303 -1.20962 1.13383
C -2.04105 -0.02426 1.74658
C -0.97290 0.92757 2.44656
H -0.72503 -1.80952 1.86696
H -0.67233 -0.83586 0.31554
H -2.07610 -1.87150 0.80635
H -2.70342 0.52131 1.05825
H -2.78390 -0.32123 2.48935
H -0.03781 0.45196 2.21567
H -1.02599 1.87484 1.90504
H -1.14114 1.18900 3.49097
C 1.25903 1.32925 -1.42582
C 1.94686 0.06189 -2.13997
C 1.08149 -1.13181 -1.92605
H 0.30674 1.04321 -1.02404
H 1.10312 2.27693 -1.95662
H 2.02462 1.63748 -0.70586
H 2.29463 0.50401 -3.07669
H 2.87820 -0.07423 -1.58892
H 1.65475 -2.05348 -1.73888
H 0.39700 -1.06372 -1.08186
H 0.49627 -1.42222 -2.81038
```

Results
**2S+1**: 1
**LUMO energy**: 1.138 eV
**SMILES**: CCC.CCC

=====

DFT total energy values, unit eV, following the record order: -31119.522, -73225.976, -6480.170.
Relative energy (zero: lowest compared OMol25 entry of this formula, charge and spin) values, unit eV, following the record order: 0.0000, 7.6522, 1.4878.